28
Properties=species:S:1:pos:R:3:forces:R:3:nbo_charge:R:1 method="wB97M-V/def2-TZVPD" e_lumo_ev="-7.24 / -8.85" relative_energy_kj_mol=1.85 mol_weight_g_mol=418.25 s2=2.007 e_tot_ha=-982.18174 charge=+1 orbital_gap_ev="5.32 / 3.71" homo_ev="-12.557 / -12.557" multiplicity=3
Pt -20.895030 26.998920 -22.522520 2.0 -1.2 -1.6 1.461
F -19.363180 26.565390 -23.893360 -1.9 0.8 1.6 -0.587
C -16.819260 23.662850 -21.545640 -0.8 1.6 -0.2 -0.621
C -17.113870 24.370350 -22.858980 2.2 -0.4 -1.2 0.073
C -16.295700 25.686980 -23.070430 0.3 0.5 3.5 -0.109
O -15.325230 25.524220 -24.065510 -1.7 -1.1 -1.5 -0.460
C -15.604590 24.317980 -24.619370 1.9 -2.3 -2.3 0.956
O -15.027390 23.870530 -25.597640 -1.6 1.1 2.3 -0.558
O -16.497440 23.572190 -23.864280 0.4 0.7 -1.9 -0.499
H -17.409660 24.356260 -20.946710 0.1 -0.6 1.4 0.195
H -15.763350 23.740280 -21.286490 -0.1 0.0 -0.1 0.229
H -17.136390 22.621430 -21.491030 -0.3 0.3 -0.1 0.229
H -18.167880 24.524340 -23.090180 0.0 -0.2 0.1 0.182
H -15.617100 25.784590 -22.223040 -0.6 0.4 0.8 0.186
H -16.926470 26.575610 -23.094520 0.2 0.0 -0.8 0.194
C -22.046740 21.140470 -21.160570 1.3 0.5 1.0 -0.626
C -22.031230 22.401210 -20.193220 0.3 -2.9 -1.7 0.044
C -20.742500 22.540820 -19.396970 -0.9 -1.0 1.5 -0.110
O -19.974330 23.561900 -20.106700 0.8 -0.2 1.5 -0.422
C -20.786280 24.226710 -20.857060 -2.4 -4.3 -0.2 1.043
O -20.504140 25.163260 -21.557890 0.7 2.1 -0.4 -0.725
O -21.927580 23.522750 -20.996690 -0.9 4.1 -1.3 -0.456
H -21.735350 21.377930 -22.177800 -0.3 0.2 0.0 0.236
H -22.990420 20.596500 -21.119970 0.2 0.1 -0.1 0.238
H -21.227690 20.557450 -20.739460 -0.3 -0.8 -0.3 0.214
H -23.002840 22.224010 -19.732050 0.3 1.4 0.9 0.238
H -20.282950 21.558800 -19.284910 0.9 0.5 -0.6 0.234
H -20.951440 22.831430 -18.367410 0.3 0.7 -0.1 0.221